1.
Computed, not measured: a cluster of 2 separate species, C9H16NO in total at a distorted geometry, with ωB97M-V/def2-TZVPD.

## Properties
- total charge = +1
- max |F| (eV/A) = 3.188
- gap between HOMO and LUMO (Eh) = 0.2928
- energy relative to the best compared isomer or geometry (same formula, charge and spin) (kJ/mol) = 128.68
- E_HOMO (eV) = -11.43
- E_tot (Ha) = -482.24383

```
27
Properties=species:S:1:pos:R:3:nbo_charge:R:1
O -0.4624 -1.1932 -1.7942 -0.718
N -2.5163 1.9084 -0.3249 -0.642
C 0.6870 -1.0116 -1.0974 0.276
C -2.5935 0.6153 0.4790 -0.229
C 2.3224 -1.6085 0.5228 -0.156
C -3.9213 -0.0401 0.2075 -0.674
C 4.0412 -0.1053 1.4975 -0.640
C 1.0298 0.3468 -0.9825 -0.323
C 1.2312 -2.0178 -0.3322 -0.273
C 2.8233 -0.3210 0.6608 -0.036
C 2.0438 0.6321 -0.0908 -0.171
H 4.4911 -0.9720 1.9838 0.239
H -4.1300 -0.3496 -0.8479 0.238
H 4.7765 0.3162 0.8284 0.230
H -4.7858 0.5081 0.5644 0.231
H 2.4059 1.6569 -0.0369 0.206
H -4.0393 -1.0083 0.7134 0.272
H 2.8157 -2.4313 0.9367 0.210
H -0.3641 -0.8981 -2.7139 0.484
H -2.3312 0.7244 1.4985 0.240
H 3.9618 0.7178 2.2433 0.230
H -1.5779 2.2749 -0.3139 0.444
H -1.7852 0.0340 0.0852 0.249
H 0.6778 0.9885 -1.7441 0.204
H -3.1349 2.6007 0.0096 0.433
H -2.7248 1.6629 -1.2368 0.431
H 1.0594 -3.0304 -0.7154 0.243
```

2.
Computed, not measured: a structure of composition C9H16NO3P at a distorted geometry, with ωB97M-V/def2-TZVPD.

## Properties
- total charge = 0
- max |F| (eV/A) = 4.301
- gap between HOMO and LUMO (Eh) = 0.2782
- energy relative to the best compared isomer or geometry (same formula, charge and spin) (kJ/mol) = 111.92
- E_HOMO (eV) = -6.88
- E_tot (Ha) = -974.32780

```
30
Properties=species:S:1:pos:R:3:nbo_charge:R:1
P -1.6638 -0.2987 0.0865 2.356
O -3.2608 0.1760 0.1729 -0.807
O -1.0042 0.1849 1.5170 -0.991
O -1.4010 -1.6539 -0.3096 -1.106
N 1.6175 -0.3098 -0.4062 -0.422
C 1.6649 -0.3223 0.9409 0.306
C 1.5589 2.1173 -0.4279 -0.313
C 1.9230 0.8961 1.6234 -0.350
C 1.0775 0.8775 -0.9697 0.067
C 1.8515 2.1445 0.9178 -0.164
C 1.5867 -1.6244 1.7152 -0.665
C -0.9235 0.8985 -0.9803 -0.976
C 1.5371 -1.5176 -1.2424 -0.424
C -4.2847 -0.4781 0.7604 -0.247
H -5.1527 -0.1815 0.0953 0.186
H -4.2105 -1.5574 0.6573 0.185
H 2.2958 -2.5295 1.4840 0.222
H -4.5293 -0.2439 1.8678 0.168
H -1.4878 0.9146 1.8807 0.502
H 1.4321 3.1487 -0.9554 0.228
H 2.2093 3.0106 1.5153 0.218
H 0.8809 -2.3868 -0.8043 0.243
H 2.0520 0.8050 2.6514 0.210
H -1.0318 0.7423 -2.0796 0.236
H 0.8975 -1.3680 -2.1455 0.224
H 1.7075 -1.5446 2.7440 0.226
H 0.5824 -1.9975 1.5668 0.245
H 1.0896 0.8182 -2.0918 0.217
H -1.2357 1.8566 -0.5641 0.228
H 2.4910 -1.8604 -1.4315 0.201
```

3.
Computed, not measured: the ion C9H16NO4 with charge +1 at a distorted geometry, with ωB97M-V/def2-TZVPD.

## Properties
- total charge = +1
- max |F| (eV/A) = 4.909
- gap between HOMO and LUMO (Eh) = 0.3698
- energy relative to the best compared isomer or geometry (same formula, charge and spin) (kJ/mol) = 229.50
- SMILES string = C=[N+](C)[C@]1(OCCC)OC[C@]2(CO2)O1
- E_HOMO (eV) = -14.18
- E_tot (Ha) = -707.85524

```
30
Properties=species:S:1:pos:R:3:nbo_charge:R:1
O -2.0697 -1.9606 0.0910 -0.452
O -1.3279 0.2738 0.3490 -0.532
O 0.5624 -0.1336 -0.7855 -0.548
O -1.2243 0.7278 -1.7577 -0.515
N 0.1649 2.1472 -0.3646 -0.269
C 3.0498 -2.3109 1.0749 -0.607
C 0.8897 2.6960 -1.2345 0.120
C -2.2878 -0.6695 -0.3383 0.448
C -0.5147 0.6740 -0.6165 0.948
C 1.0213 -1.0199 0.2694 -0.089
C -2.4141 -0.0856 -1.7276 -0.117
C -3.3276 -1.3746 0.5227 -0.109
C 2.5476 -0.9497 0.4166 -0.440
C -0.0107 2.7333 0.9593 -0.440
H -3.3445 0.5244 -1.8179 0.226
H -3.3672 -1.1685 1.5805 0.225
H -4.2500 -1.6758 -0.1113 0.214
H 2.9145 -0.9392 -0.6768 0.220
H 1.4603 3.5465 -1.0848 0.216
H 0.8732 3.5470 1.1418 0.242
H 2.8845 -2.3949 2.2106 0.213
H 0.5650 -0.7138 1.3013 0.192
H 0.5056 -2.0254 0.0506 0.220
H -0.9682 3.2148 1.0920 0.250
H 4.0327 -2.6594 0.8313 0.232
H 2.3518 -3.0242 0.6898 0.203
H 0.8566 2.2723 -2.3283 0.247
H 2.9356 -0.1607 1.0585 0.218
H -0.0421 1.8283 1.6342 0.249
H -2.4666 -0.9190 -2.4300 0.237
```

4.
Computed, not measured: a cluster of 2 separate species, C9H16O3S in total at a distorted geometry, with ωB97M-V/def2-TZVPD.

## Properties
- total charge = 0
- max |F| (eV/A) = 5.160
- gap between HOMO and LUMO (Eh) = 0.3393
- energy relative to the best compared isomer or geometry (same formula, charge and spin) (kJ/mol) = 364.90
- E_HOMO (eV) = -8.59
- E_tot (Ha) = -976.26726

```
29
Properties=species:S:1:pos:R:3:nbo_charge:R:1
S 2.1588 -0.5781 0.1485 2.155
O 1.8953 -0.7866 -1.2650 -1.005
O -0.5881 0.2977 -1.4817 -0.707
O 1.7047 -1.5815 1.0700 -0.963
C -2.1521 -1.7142 -0.3439 -0.394
C 1.9668 2.1777 0.0441 -0.663
C -1.7307 0.4029 0.6902 -0.288
C -0.6008 0.2535 -0.1590 0.470
C -3.0300 0.6171 0.0684 -0.422
C -3.5356 -0.7812 -0.3563 -0.366
C 1.4040 0.9463 0.6676 -0.523
C 3.9697 -0.3808 0.1764 -0.873
C -1.1921 -0.9800 0.4725 -0.325
H 4.1371 0.4756 -0.5120 0.236
H 4.4198 -0.1192 1.1482 0.237
H -1.9572 -1.9010 -1.3099 0.201
H -2.9351 1.2043 -0.8121 0.216
H -4.1388 -1.1850 0.3379 0.193
H -0.5265 -1.5334 1.1183 0.269
H 4.4595 -1.2478 -0.2140 0.253
H 0.1136 -0.3832 -1.8165 0.528
H 2.7038 2.5746 0.6842 0.217
H -3.7784 1.0845 0.6804 0.217
H -1.5387 0.9566 1.6154 0.240
H -2.3927 -2.6517 0.1089 0.211
H 1.3439 0.8520 1.7464 0.227
H -3.8755 -0.8290 -1.3643 0.205
H 1.1831 2.8189 -0.2131 0.233
H 2.5125 1.9907 -0.9297 0.221
```

5.
Computed, not measured: the ion C9H16P with charge +1 at a distorted geometry, with ωB97M-V/def2-TZVPD.

## Properties
- total charge = +1
- max |F| (eV/A) = 6.479
- gap between HOMO and LUMO (Eh) = 0.3466
- energy relative to the best compared isomer or geometry (same formula, charge and spin) (kJ/mol) = 203.19
- E_HOMO (eV) = -12.48
- E_tot (Ha) = -693.51497

```
26
Properties=species:S:1:pos:R:3:nbo_charge:R:1
P 1.1884 -0.1073 0.1537 1.534
C -1.5176 -0.7009 1.1735 -0.283
C -0.4397 1.8147 0.8244 -0.215
C -0.3829 1.7728 -0.5094 -0.196
C -1.4510 -0.4396 -1.3264 -0.346
C 2.6857 0.8563 -0.3155 -0.926
C 0.1140 0.6274 1.4530 -0.541
C 1.3187 -1.9136 0.1077 -0.938
C -0.0950 0.3479 -1.0878 -0.559
C -2.2722 -0.4841 -0.0502 -0.484
H 1.8061 -2.3987 1.0682 0.283
H 2.0996 -2.0702 -0.6069 0.268
H 0.3842 -2.2464 -0.0003 0.251
H -2.6966 0.4244 -0.0794 0.223
H 0.3479 0.5614 2.5599 0.278
H -1.8785 -0.5545 2.1595 0.229
H -0.7320 2.5738 1.4002 0.232
H -1.1288 -1.7169 1.3910 0.201
H 2.9813 0.4642 -1.2945 0.268
H 0.4865 0.5717 -2.0914 0.261
H -1.1579 -1.3746 -1.6897 0.208
H -0.6402 2.5698 -1.0951 0.228
H -1.9535 0.0469 -2.0484 0.228
H 2.3771 1.8226 -0.2210 0.263
H -3.0141 -1.1738 -0.2171 0.253
H 3.5705 0.7270 0.3421 0.280
```

6.
Computed, not measured: a structure of composition C9H17ClN2O2 at a distorted geometry, with ωB97M-V/def2-TZVPD.

## Properties
- total charge = +2
- max |F| (eV/A) = 6.164
- gap between HOMO and LUMO (alpha / beta) (Eh) = 0.3145 / 0.2705
- E_HOMO (alpha / beta) (eV) = -16.50 / -16.13
- E_tot (Ha) = -1072.48492

```
31
Properties=species:S:1:pos:R:3:nbo_charge:R:1
Cl -1.1808 -2.0476 -1.3885 0.221
O 2.2158 -2.0985 -0.5124 -0.662
O -1.2804 1.4203 -2.9152 -0.733
N 1.5443 -1.7502 1.7513 -0.576
N -0.8113 1.1980 -0.3994 -0.459
C -1.2096 2.6853 -2.2601 -0.100
C -2.0814 1.2947 0.3155 -0.413
C -0.1312 -1.6082 -0.1795 -0.043
C 1.1503 -2.3723 0.3457 0.337
C 1.8650 -0.2556 1.8572 0.059
C 1.0268 0.5631 1.2383 -0.354
C -0.3026 2.4576 -0.9702 -0.254
C 1.0548 -3.9076 0.4265 -0.698
C 0.1223 0.2782 0.2612 0.273
H 2.9434 -2.6110 -0.1730 0.485
H 2.5410 -0.0825 2.6706 0.256
H -1.1143 0.6193 -1.1990 0.496
H 2.4404 -2.1721 1.9937 0.445
H -0.4882 3.3429 -0.2923 0.249
H 0.8495 -1.9506 2.5040 0.462
H -0.8261 1.5008 -3.7646 0.521
H 1.1744 -4.2687 -0.6758 0.292
H -1.9675 1.4859 1.3535 0.238
H 0.0988 -4.3894 0.8919 0.275
H 0.6783 2.4166 -1.2958 0.240
H -2.6636 0.4797 0.1567 0.237
H -0.7913 3.6179 -2.7467 0.241
H 0.9737 1.6220 1.4865 0.276
H -2.6826 2.0244 -0.1573 0.247
H 1.9069 -4.3152 1.0288 0.244
H -2.1831 3.1194 -1.9155 0.200
```